Below is C42H40N7ORuTe as an isolated structure at a distorted geometry, with properties calculated with ωB97M-V/def2-TZVPD.

```
92
Properties=species:S:1:pos:R:3:forces:R:3
C -0.399 -0.845 -1.743 0.037 0.078 0.091
H 5.737 -3.929 -4.665 0.014 0.008 -0.011
N -5.162 2.194 1.359 -0.103 0.042 0.094
C 1.915 1.143 2.529 -0.149 -0.007 -0.002
C -2.315 -4.291 1.555 0.004 -0.025 -0.008
C -0.330 -3.415 -1.855 -0.017 -0.190 0.112
H 0.902 -4.831 2.459 0.023 -0.011 0.031
C -0.881 2.928 5.733 0.239 0.030 0.009
H 3.005 -2.682 0.908 0.006 0.031 -0.065
C 0.008 -4.290 2.183 -0.071 -0.041 -0.014
H 1.908 -3.967 0.404 0.069 0.010 -0.045
C 1.739 3.266 1.596 0.017 -0.096 -0.042
H 0.582 2.566 4.189 0.093 -0.012 0.021
C 4.913 -4.509 -4.248 -0.006 -0.038 0.007
C 4.057 -3.647 -3.369 0.009 0.022 -0.160
C -0.458 2.656 4.438 -0.424 0.178 0.098
C -1.190 -0.732 1.824 -0.037 0.472 -0.306
C -3.041 2.918 5.085 -0.121 0.056 0.035
O -2.032 -0.064 2.499 0.291 0.418 0.476
C 3.858 -3.948 -2.032 0.033 -0.011 0.172
H -0.987 2.527 -2.131 -0.022 0.021 -0.001
H 0.913 -2.364 2.431 -0.011 0.019 -0.041
C 3.894 2.420 2.204 0.062 -0.064 0.020
C -2.319 -2.906 1.550 0.015 -0.035 -0.080
N -3.018 2.123 1.458 -0.265 0.226 -0.255
C -1.501 4.642 0.440 0.234 0.089 0.008
C -2.660 2.643 3.784 -0.106 -0.177 -0.358
Ru -0.924 1.969 1.652 -0.703 -2.231 -1.371
H 4.335 -4.900 -5.086 -0.009 0.006 -0.014
C -2.525 -0.840 -3.536 -0.044 0.136 0.009
H -4.090 3.020 5.329 -0.031 -0.006 -0.005
C -1.153 -4.984 1.870 -0.005 0.045 0.013
H -2.529 4.333 0.318 -0.035 -0.044 0.017
H -3.894 -1.831 -4.865 -0.007 -0.018 -0.011
C -0.583 1.710 -1.535 0.039 -0.057 0.018
C -1.940 -2.024 -3.129 0.075 -0.124 0.091
C 3.120 3.430 1.673 -0.120 0.028 0.047
C 0.014 -2.904 2.153 0.077 0.053 0.040
N -4.886 2.483 2.649 0.238 -0.058 -0.268
C 0.785 4.245 1.078 0.091 0.042 0.004
H 4.967 2.535 2.269 0.024 0.006 0.017
C -1.146 -2.210 1.828 -0.214 -0.050 0.041
C 3.282 1.256 2.658 -0.070 0.007 -0.002
H -4.037 1.731 -0.398 0.035 -0.021 -0.052
N -2.156 3.063 6.062 -0.051 -0.034 -0.101
C -1.149 5.939 0.080 -0.143 0.003 -0.006
H 2.150 0.453 -3.198 -0.018 -0.017 0.089
H 1.372 0.264 2.855 0.104 0.018 -0.037
C 2.449 -2.024 -1.775 0.247 -0.333 -0.259
H -6.122 2.172 1.046 0.028 -0.013 0.022
C -0.535 3.782 0.965 0.237 0.318 -0.101
N -1.354 2.512 3.452 -0.174 0.557 2.006
H 0.431 -3.750 -2.561 -0.008 0.008 -0.016
C 2.651 -1.665 -3.127 0.102 -0.370 0.048
H 3.847 0.450 3.101 0.034 0.005 0.002
H 3.572 4.344 1.319 0.020 0.018 -0.004
H -3.225 -2.361 1.323 -0.024 0.025 0.007
H -1.010 1.840 -0.525 0.017 0.012 -0.151
Te 1.284 -0.842 -0.523 0.456 0.761 -0.299
H -2.318 -2.961 -3.521 -0.002 -0.012 -0.005
H 2.675 -0.248 -4.714 -0.034 0.006 0.003
C 0.152 6.394 0.226 0.065 -0.080 0.039
H -1.907 6.604 -0.312 -0.010 0.018 -0.007
H -0.147 3.045 6.519 0.003 -0.008 0.028
C -4.053 1.982 0.648 0.145 -0.031 0.284
N 1.159 2.116 1.997 -0.001 -0.193 -0.005
N -0.380 0.005 1.108 0.100 0.458 0.320
C 1.129 5.542 0.720 -0.111 0.033 -0.085
H 0.106 -3.458 -0.854 -0.057 0.119 -0.009
H 5.331 -5.351 -3.701 0.005 -0.007 0.016
C -3.581 2.428 2.662 0.244 0.060 0.230
C 2.096 -0.448 -3.814 -0.071 0.173 0.118
H 1.057 -0.582 -4.112 -0.109 -0.038 0.000
C 3.458 -2.501 -3.886 -0.003 0.027 0.044
C 3.074 -3.145 -1.214 0.062 0.005 -0.247
H 4.331 -4.827 -1.611 0.019 -0.001 0.018
H -2.506 1.291 -3.291 -0.003 0.030 -0.034
C -2.051 0.354 -2.989 -0.080 -0.077 0.031
C -0.873 -2.065 -2.229 -0.189 0.068 -0.195
H -3.385 -0.232 -5.405 0.016 0.020 -0.014
H -4.549 -0.385 -4.099 -0.016 0.023 0.022
C -3.649 -0.825 -4.530 -0.003 -0.043 -0.024
H -1.141 -4.143 -1.863 0.013 -0.002 -0.058
H -1.160 -6.064 1.891 0.013 -0.036 0.000
H 0.496 1.857 -1.471 0.004 -0.074 0.068
H 3.638 -2.240 -4.922 0.024 0.004 -0.013
H 2.143 5.902 0.828 0.031 -0.004 0.000
C -1.005 0.378 -2.084 0.007 -0.020 -0.221
H 0.406 7.409 -0.044 0.006 0.027 -0.023
C 2.894 -3.531 0.223 -0.030 -0.059 0.140
H 3.641 -4.266 0.515 -0.001 -0.036 0.015
H -3.221 -4.833 1.324 -0.024 -0.011 0.003
```
Positions in Å, forces in eV/Å.

Computed properties:
**Total charge**: +2
**HOMO (alpha / beta)**: -13.15 / -13.34 eV
**E_LUMO (alpha / beta)**: -7.024 / -7.588 eV
**Frontier orbital gap (alpha / beta)**: 6.13 / 5.75 eV
**Multiplicity**: 2
**Energy relative to the best compared isomer or geometry (same formula, charge and spin)**: 7.2 kcal/mol